[1]
26
Properties=species:S:1:pos:R:3:forces:R:3:lowdin_charge:R:1 method="wB97M-V/def2-TZVPD" relative_energy_kcal_mol=72.73 homo_energy_ev="-13.1 / -13.1" orbital_gap_ev="8.061 / 8.060" largest_force_ev_per_a=7.82 spin_multiplicity=1 total_charge=+1
C -2.409 -1.330 0.825 0.16 1.69 0.70 0.1217
C -1.566 -1.404 -0.201 -1.52 -3.05 -2.57 -0.1505
C -0.344 -0.679 -0.290 6.44 -0.86 0.69 -0.0299
C -0.150 0.709 0.219 -2.40 -1.49 -1.10 -0.1733
C -1.243 1.509 -0.101 -2.04 -1.10 -1.89 -0.0515
C -1.229 2.840 0.097 1.06 2.33 -0.30 -0.0538
C -0.150 3.293 0.836 0.61 2.84 1.84 -0.0327
C 0.842 2.484 1.401 0.29 1.45 0.57 -0.0445
C 0.902 1.229 0.958 0.28 -2.78 -1.43 -0.0541
N 0.871 -1.415 -0.635 -7.23 2.64 1.38 -0.1757
C 0.698 -2.786 -0.947 1.61 -2.71 -1.71 -0.0709
C 2.081 -0.788 -0.827 5.55 -0.30 -0.57 -0.1017
H -3.340 -1.913 0.981 0.94 0.39 -0.25 0.1072
H -2.120 -0.501 1.513 -0.76 -1.01 0.05 0.1021
H -1.762 -2.219 -1.029 0.43 1.82 1.66 0.1621
H -2.108 1.156 -0.717 1.02 -0.23 0.71 0.1471
H -1.848 3.566 -0.477 0.15 -0.85 0.96 0.1430
H -0.005 4.386 1.082 -0.56 -1.21 -0.51 0.1409
H 1.623 2.800 2.108 -0.51 0.46 -0.68 0.1375
H 1.763 0.599 0.923 0.49 0.04 1.44 0.0885
H -0.121 -3.216 -0.395 0.00 -0.08 0.21 0.0689
H 1.651 -3.382 -0.645 -1.59 1.11 -0.74 0.1419
H 0.466 -2.956 -2.085 0.67 0.32 1.97 0.1500
H 2.045 0.329 -0.874 -0.15 -1.30 -0.44 0.1007
H 2.592 -1.263 -1.819 -1.08 1.34 2.31 0.1588
H 2.860 -1.050 0.098 -1.85 0.53 -2.32 0.1685

=====

[2]
27
Properties=species:S:1:pos:R:3:forces:R:3:lowdin_charge:R:1 method="wB97M-V/def2-TZVPD" relative_energy_kcal_mol=4.43 homo_energy_ev=-8.6 orbital_gap_ev=9.366 largest_force_ev_per_a=1.51 spin_multiplicity=1
C -0.320 -2.936 2.913 0.70 -1.32 -0.24 -0.0536
C -0.870 -2.074 1.837 -0.43 0.10 0.76 -0.3667
C -1.403 -2.418 0.636 -0.22 0.24 -0.92 -0.0850
N -1.874 -1.242 0.093 -0.10 0.93 -0.10 0.0364
C -1.609 -0.258 0.982 0.48 0.07 0.11 -0.2163
N -1.015 -0.717 2.049 0.12 -0.24 -0.01 0.1019
H 0.771 -3.044 2.842 -0.09 0.34 0.12 0.0740
H -0.668 -3.976 2.846 -0.18 0.24 -0.22 0.0747
H -0.572 -2.622 3.914 -0.07 0.49 0.12 0.0693
H -1.444 -3.285 0.006 0.01 -0.47 0.39 0.1126
H -2.281 -1.037 -0.807 0.11 -0.50 0.07 0.1462
H -1.745 0.787 0.778 -0.34 0.13 -0.10 0.1166
C 1.509 -0.857 -0.901 0.57 -0.58 0.25 -0.0499
C 1.298 0.610 -1.151 -0.26 -0.98 -0.59 -0.2746
C 1.970 1.596 -0.460 -0.17 0.65 -0.28 -0.0459
C 1.558 2.919 -0.611 0.26 0.16 0.11 -0.0925
C 0.522 3.270 -1.450 -0.51 -0.21 0.05 -0.0983
C -0.108 2.270 -2.190 0.33 0.15 -0.44 -0.0992
C 0.315 0.963 -2.092 0.32 0.40 0.62 -0.0690
H 2.036 -1.427 -1.670 0.02 0.39 -0.31 0.0821
H 0.563 -1.366 -0.769 -0.32 0.03 0.00 0.0429
H 2.061 -1.064 0.013 0.10 0.28 0.17 0.0788
H 2.849 1.412 0.143 -0.24 -0.37 0.24 0.1127
H 2.064 3.685 -0.046 0.11 0.16 0.06 0.0988
H 0.176 4.294 -1.517 0.11 0.01 -0.02 0.0990
H -0.874 2.494 -2.916 -0.15 0.26 -0.01 0.0969
H -0.103 0.231 -2.765 -0.16 -0.35 0.17 0.1080

=====

[3]
28
Properties=species:S:1:pos:R:3:forces:R:3:lowdin_charge:R:1 method="wB97M-V/def2-TZVPD" relative_energy_kcal_mol=13.94 homo_energy_ev="-12.3 / -12.3" s2=0.777 orbital_gap_ev="8.281 / 5.012" largest_force_ev_per_a=2.87 spin_multiplicity=2 total_charge=+1
C -2.517 0.614 -1.777 0.06 -0.20 -0.23 0.0089
C 0.787 -0.876 -1.200 1.67 0.46 0.04 -0.1853
C -0.020 0.273 -1.377 0.86 -0.46 0.33 -0.1244
C -1.258 -0.196 -1.802 -1.93 1.29 0.91 -0.1423
C -1.203 -1.596 -1.917 2.41 -1.25 0.86 0.1014
C 2.144 -0.845 -0.890 -1.03 -0.18 0.01 0.0369
C 2.736 0.411 -0.861 -0.98 -0.15 -0.20 0.0117
C 0.575 1.541 -1.104 -1.02 -0.42 -0.63 0.0139
C 1.912 1.568 -0.913 2.06 0.45 -0.09 -0.0514
N 0.053 -1.993 -1.510 -2.65 -0.20 -1.09 0.1502
H 0.424 -2.913 -1.675 0.06 -0.16 0.21 0.1799
H 2.686 -1.758 -0.685 0.16 0.01 -0.28 0.1306
H -1.949 -2.321 -2.193 -0.11 0.06 -0.15 0.1550
H 3.812 0.420 -0.894 0.18 0.54 0.40 0.1254
H 0.016 2.465 -1.167 -0.06 -0.07 0.00 0.1342
H -3.333 0.233 -2.396 0.43 0.20 -0.54 0.0993
H -2.240 1.648 -1.974 -0.47 0.06 -0.21 0.0931
H 2.423 2.525 -0.909 -0.13 -0.02 0.25 0.1240
H -3.008 0.585 -0.801 0.49 -0.01 0.40 0.1042
C -0.910 1.207 2.000 -0.41 0.87 -0.31 -0.0082
C -0.655 0.208 3.059 0.94 -1.09 1.50 -0.5993
O -1.445 -0.047 3.938 -0.44 0.31 -0.03 0.0669
N 0.540 -0.501 3.016 -1.13 0.91 -0.64 0.1420
H 0.782 -0.890 3.920 0.46 -0.07 -0.50 0.1146
H 1.177 -0.153 2.318 0.69 -0.31 0.60 0.0757
H -1.699 1.874 2.344 -0.27 -0.33 -0.13 0.0978
H -1.225 0.620 1.147 -0.25 0.20 -0.50 0.0650
H -0.101 1.884 1.721 0.40 -0.47 0.05 0.0802

=====

[4]
29
Properties=species:S:1:pos:R:3:forces:R:3:lowdin_charge:R:1 method="wB97M-V/def2-TZVPD" relative_energy_kcal_mol=27.05 homo_energy_ev=-8.4 orbital_gap_ev=8.819 largest_force_ev_per_a=4.56 spin_multiplicity=1
C -0.168 2.675 0.120 0.63 1.84 -1.01 -0.0750
C 1.240 2.102 0.159 -0.04 -1.32 0.41 -0.4976
C 1.974 2.743 1.326 2.68 -0.09 0.21 -0.1219
C 1.203 0.581 0.432 -2.62 -0.38 -0.08 -0.4481
S 2.828 -0.300 0.414 -1.35 -0.16 -0.60 0.9262
C 2.298 -1.323 -0.964 3.48 -0.46 1.50 -1.2224
S 3.233 -2.564 -1.552 -0.26 0.32 0.18 0.5442
N 1.193 -0.913 -1.465 -3.71 -1.06 -2.43 -0.0589
N 0.243 -0.082 -0.738 3.30 0.53 1.16 -0.0329
C -0.809 -0.964 -0.365 -0.56 0.44 0.69 -0.2944
C -2.001 -0.756 -1.009 -1.38 0.53 -0.30 -0.0301
C -3.094 -1.584 -0.786 1.40 -1.21 -0.24 -0.0692
C -2.883 -2.732 -0.022 -0.79 1.72 0.20 -0.0783
C -1.695 -2.890 0.688 -0.24 -1.03 0.06 -0.0647
C -0.674 -1.979 0.569 -0.24 0.67 -0.87 -0.0130
H -0.826 1.941 -0.311 -0.60 0.23 -0.30 0.0455
H -0.184 3.717 -0.438 -0.07 -2.24 0.91 0.1288
H -0.402 2.892 1.144 -0.75 0.05 0.53 0.0630
H 1.741 2.269 -0.808 0.13 0.00 0.45 0.1429
H 1.857 3.822 1.071 0.44 -0.48 1.12 0.0830
H 3.114 2.446 1.201 -2.08 0.86 0.54 0.0940
H 1.675 2.441 2.434 0.16 0.72 -2.53 0.1254
H 0.679 0.460 1.470 0.79 -0.14 -1.88 0.1401
H 0.767 -1.656 -2.129 0.62 2.02 1.24 0.1875
H -2.164 0.121 -1.612 0.43 0.13 -0.34 0.1117
H -4.007 -1.528 -1.351 -0.26 0.54 0.08 0.1025
H -3.825 -3.221 0.140 0.30 -1.29 0.27 0.0996
H -1.535 -3.802 1.242 -0.12 0.09 0.49 0.1069
H 0.220 -1.918 1.138 0.71 -0.84 0.54 0.1053

=====

[5]
28
Properties=species:S:1:pos:R:3:forces:R:3:lowdin_charge:R:1 method="wB97M-V/def2-TZVPD" relative_energy_kcal_mol=65.88 homo_energy_ev=-12.5 orbital_gap_ev=8.417 largest_force_ev_per_a=5.45 spin_multiplicity=1 total_charge=+1
N 0.665 1.344 -2.220 -1.89 2.63 -3.73 0.1079
N 0.689 0.620 -1.148 1.82 -1.89 4.40 -0.0982
C 1.832 0.655 -0.285 -2.79 -0.82 -0.47 -0.1122
C 3.027 1.341 -0.315 1.04 2.83 -0.53 -0.0018
C 3.913 1.143 0.729 -0.66 -1.26 0.33 -0.0455
C 3.648 0.205 1.744 -1.02 -1.13 2.01 -0.0472
C 2.421 -0.486 1.811 1.58 1.14 -0.33 0.0063
C 1.524 -0.194 0.772 -0.51 -1.94 0.73 -0.1699
C 0.285 -0.855 0.531 0.37 -0.05 -1.49 0.0749
N -0.252 -0.322 -0.594 0.21 -0.28 0.69 0.0442
C -1.664 -0.617 -1.102 0.42 1.12 -1.32 -0.0751
C -2.718 -0.111 -0.176 0.79 1.26 -0.13 -0.3202
C -4.048 -0.853 -0.243 2.21 3.51 3.54 -0.0349
C -3.062 -1.013 0.939 0.58 -3.18 -2.80 -0.0980
H 0.232 0.916 -3.022 0.49 -0.83 -0.33 0.1119
H 0.213 2.281 -2.237 0.38 -0.63 1.16 0.1442
H 3.222 2.265 -0.934 -0.37 -1.60 0.15 0.1434
H 4.845 1.653 0.830 0.30 0.59 -0.38 0.1120
H 4.318 0.076 2.638 -0.42 0.22 -1.35 0.1316
H 2.163 -1.170 2.626 0.17 0.33 -0.38 0.1287
H 0.011 -1.868 0.978 -0.26 1.96 -0.61 0.1827
H -1.791 -0.136 -2.118 0.51 -0.61 1.03 0.1421
H -1.839 -1.693 -1.191 0.73 0.04 -0.18 0.1378
H -2.682 1.012 0.033 -0.26 -1.66 -0.41 0.1709
H -4.259 -1.525 -0.956 -0.57 -2.42 -2.27 0.0687
H -4.765 -0.120 0.044 -1.13 -0.18 -0.22 0.1031
H -3.391 -0.542 1.756 -1.06 1.36 3.27 0.0588
H -2.537 -2.007 1.108 -0.66 1.49 -0.38 0.1336

=====

[6]
31
Properties=species:S:1:pos:R:3:forces:R:3:lowdin_charge:R:1 method="wB97M-V/def2-TZVPD" relative_energy_kcal_mol=0.00 homo_energy_ev=-4.8 orbital_gap_ev=7.885 largest_force_ev_per_a=4.29 spin_multiplicity=1 total_charge=-1
O -1.099 1.338 3.519 0.58 -0.75 -0.93 -0.0677
O 0.464 -2.945 1.664 0.65 0.31 0.85 0.0773
O 1.090 1.487 3.967 -0.13 -0.79 -0.89 -0.0578
O 2.340 1.160 -1.650 -0.41 -0.20 0.66 -0.0936
O 2.502 0.358 0.924 0.52 0.38 0.49 0.0023
C 0.109 1.047 3.308 -0.12 1.72 1.95 -0.6709
C 1.387 -2.173 1.852 -3.43 -1.62 -2.02 -0.4535
C 1.213 0.818 1.023 -2.23 2.06 -2.26 -0.1391
C 0.684 1.704 0.090 1.58 -1.58 1.42 -0.1238
N 1.407 -0.940 2.455 0.62 -0.58 0.25 0.1109
C 1.631 2.229 -0.997 -0.39 -0.08 0.26 -0.2009
C 0.444 0.127 2.119 0.06 -0.55 0.26 -0.1031
C -2.020 0.422 -1.163 1.15 -0.06 -0.79 -0.1094
C -0.741 2.187 0.180 0.48 0.26 -0.87 -0.1615
C -1.568 1.889 -1.080 -0.87 -0.39 0.33 -0.2478
C 2.680 -2.055 1.102 1.23 -0.52 0.47 0.0171
C 2.700 -0.717 1.838 0.22 1.17 -0.83 -0.2444
H 2.462 0.532 -0.900 0.27 0.42 -1.01 0.0590
H 1.098 2.843 -1.763 0.39 -0.59 0.55 0.1174
H 2.367 2.865 -0.492 0.03 0.23 -0.15 0.1135
H -0.474 -0.342 1.761 0.08 0.02 -0.09 0.1536
H -1.131 -0.202 -1.400 -0.56 0.14 0.30 0.0798
H -2.747 0.246 -1.956 -0.01 0.13 -0.14 0.0558
H -2.465 0.078 -0.246 -0.08 -0.08 0.52 0.0636
H -1.204 1.834 1.081 -0.40 -0.36 0.44 0.0916
H -0.752 3.267 0.272 0.26 0.45 0.19 0.1134
H -0.993 2.156 -1.977 -0.20 0.00 0.11 0.0927
H -2.484 2.512 -1.052 0.49 -0.07 -0.08 0.1043
H 3.459 -2.786 1.392 -0.33 0.38 -0.36 0.1189
H 2.554 -1.979 -0.013 0.01 -0.08 1.27 0.1486
H 3.491 -0.559 2.545 0.53 0.61 0.10 0.1535

=====

[7]
34
Properties=species:S:1:pos:R:3:forces:R:3:lowdin_charge:R:1 method="wB97M-V/def2-TZVPD" relative_energy_kcal_mol=37.27 homo_energy_ev=-2.4 orbital_gap_ev=5.157 largest_force_ev_per_a=7.27 spin_multiplicity=1 total_charge=-1
O 2.937 0.048 4.460 -0.10 0.41 0.61 0.1333
C 2.765 -0.407 3.364 -0.07 1.77 0.60 -0.5032
O 3.692 -1.084 2.750 0.84 -0.98 -1.89 0.1691
C 1.489 -0.223 2.619 -1.17 0.54 -3.08 -0.1645
O 1.536 0.246 1.220 1.76 0.03 0.42 -0.1359
C 0.415 0.138 0.271 -1.00 0.56 2.12 -0.4863
S 1.177 0.282 -1.313 1.69 -1.46 -0.34 1.0617
C 0.017 1.069 -2.301 -1.94 -3.22 -0.70 -0.5889
C 0.246 2.290 -2.616 2.37 5.80 -0.71 -0.2040
C -0.687 3.060 -3.376 -0.67 -2.69 -0.29 -0.1138
C -1.746 2.420 -3.904 0.96 1.77 -0.69 -0.1027
C -2.015 0.986 -3.723 0.32 2.39 0.19 -0.1728
N -1.001 0.373 -2.928 2.74 3.28 -0.86 -0.2875
O -1.510 -0.568 -2.293 -2.69 -6.00 3.08 -0.2192
C -0.526 -1.105 0.479 -0.79 2.75 1.03 -0.3130
O -1.877 -0.725 0.180 0.68 -0.76 0.31 -0.0708
C -0.509 -1.501 1.942 -0.25 0.56 -2.19 -0.2747
O -1.225 -2.746 2.086 0.99 0.70 0.37 -0.0042
C 0.907 -1.535 2.445 -2.26 -3.55 0.82 -0.3246
O 0.753 -2.170 3.692 0.37 -1.99 1.37 -0.0056
H 4.543 -0.807 3.090 0.34 -0.20 0.50 0.1328
H 0.852 0.442 3.139 -0.53 0.65 1.01 0.1630
H -0.142 1.088 0.424 -0.27 -0.79 -0.11 0.1363
H 1.229 2.744 -2.414 -0.60 -0.18 0.27 0.0891
H -0.513 4.066 -3.530 0.18 2.00 -0.29 0.0632
H -2.455 3.027 -4.440 -0.51 0.01 -0.17 0.0818
H -2.181 0.501 -4.653 -0.19 -0.93 -0.83 0.1009
H -2.929 1.033 -3.154 -0.94 -0.99 0.46 0.1082
H -0.128 -1.927 -0.029 0.28 -1.30 -1.55 0.1308
H -1.970 -0.559 -0.825 0.70 -0.19 -0.02 0.0495
H -1.024 -0.697 2.422 -0.57 0.43 0.99 0.1571
H -2.004 -2.573 1.551 -0.37 -0.14 -0.26 0.0885
H 1.565 -2.124 1.804 0.05 -0.04 -0.24 0.1773
H 0.319 -3.064 3.556 0.64 1.75 0.06 0.1294

=====

[8]
28
Properties=species:S:1:pos:R:3:forces:R:3:lowdin_charge:R:1 method="wB97M-V/def2-TZVPD" relative_energy_kcal_mol=72.64 homo_energy_ev="-12.0 / -10.6" orbital_gap_ev="8.033 / 4.021" largest_force_ev_per_a=4.65 spin_multiplicity=1 total_charge=+1
C -5.482 -1.193 -1.473 -1.66 -1.40 0.83 -0.0680
C -4.874 -0.048 -1.023 1.92 2.71 0.43 -0.0914
C -4.762 -2.390 -1.515 1.61 3.00 -0.28 -0.0615
C -3.470 0.121 -0.888 -0.17 -4.55 0.93 -0.0156
C -3.399 -2.335 -1.317 1.47 0.10 1.59 -0.1134
C -2.688 -1.164 -0.918 -3.55 2.27 -1.54 -0.4809
C 2.300 -0.714 -1.423 -1.64 0.09 -2.85 0.1094
C 3.066 -0.023 -0.567 -0.21 -1.29 0.48 -0.1769
C 3.120 1.920 1.025 0.93 -0.71 -1.03 -0.0416
C 3.843 1.345 2.012 0.17 -2.61 -0.10 -0.0938
C 4.210 2.039 3.265 0.97 0.22 -1.47 -0.0673
N 2.778 1.202 -0.160 -1.07 2.37 1.46 0.1024
O -0.485 -0.120 -0.079 1.10 2.26 0.93 -0.5736
S -1.026 -1.321 -0.688 -0.18 -2.18 -0.70 0.9345
H -6.595 -1.294 -1.526 1.12 0.48 -0.12 0.1301
H -5.373 0.876 -0.667 -0.44 -0.91 -0.79 0.1201
H -5.193 -3.291 -1.721 -1.27 -2.18 -0.50 0.0827
H -3.085 0.960 -0.355 0.39 0.63 -0.21 0.0870
H -2.821 -3.246 -1.158 -0.24 -0.17 -0.58 0.1005
H 2.570 -1.766 -1.690 -0.44 1.19 0.34 0.1114
H 1.462 -0.184 -2.016 1.34 -1.15 1.11 0.1110
H 3.781 -0.637 -0.108 1.43 0.05 0.99 0.1138
H 2.929 3.011 1.071 -0.42 -1.01 -0.39 0.1512
H 4.146 0.200 1.973 -0.70 2.54 -0.20 0.1644
H 4.257 1.302 4.030 -0.53 -0.26 1.07 0.0748
H 3.532 2.892 3.407 0.71 -0.19 0.47 0.1007
H 5.303 2.275 3.138 -0.89 0.53 0.20 0.1225
H 1.955 1.583 -0.631 0.26 0.18 -0.08 0.1676